Record 1
# C33H25GeMnNS5

A molecular structure, C33H25GeMnNS5 (ωB97M-V/def2-TZVPD, the Open Molecules 2025 dataset).

Summary:
Total charge = -2
ΔE to the lowest compared entry with this formula, charge and spin = 267.2 kJ/mol
Total energy = -178130.5251 eV
Spin multiplicity = 6
Orbital gap (alpha / beta) = 5.36 / 5.64 eV
HOMO energy (alpha / beta) = -0.97 / -1.42 eV

CARTESIAN COORDINATES (ANGSTROEM)
Mn1 0.4228 -1.4912 0.7706
S1 5.3508 0.2947 5.8803
C1 4.2251 -0.1543 4.7178
S2 2.6204 -0.6341 5.0747
C2 2.0917 -1.0512 3.4623
C3 3.0371 -0.9068 2.4992
S3 2.8702 -1.2135 0.7933
S4 4.5830 -0.3155 3.0540
S5 0.4295 -1.5292 3.2667
C4 3.3930 3.4913 2.9340
C5 2.4240 2.7332 3.5781
C6 1.4769 2.0378 2.8370
C7 1.4649 2.0852 1.4411
C8 2.4441 2.8544 0.8130
C9 3.3988 3.5504 1.5469
Ge1 0.1515 1.0070 0.4110
C10 -1.5782 1.9025 0.8039
C11 -2.7584 1.4731 0.1898
C12 -3.9754 2.0918 0.4443
C13 -4.0460 3.1577 1.3334
C14 -2.8867 3.5972 1.9569
C15 -1.6707 2.9764 1.6903
C16 0.5090 1.4664 -1.4872
C17 -0.3390 2.2700 -2.2476
C18 -0.0907 2.5164 -3.5942
C19 1.0243 1.9662 -4.2102
C20 1.8870 1.1684 -3.4672
C21 1.6267 0.9209 -2.1261
H1 4.1512 4.0089 3.5110
H2 2.4257 2.6553 4.6599
H3 0.7427 1.4277 3.3560
H4 2.4754 2.9076 -0.2703
H5 4.1565 4.1303 1.0297
H6 -2.7304 0.6334 -0.4943
H7 -4.8718 1.7314 -0.0503
H8 -4.9959 3.6402 1.5381
H9 -2.9246 4.4275 2.6553
H10 -0.7770 3.3404 2.1849
H11 -1.2218 2.7048 -1.7888
H12 -0.7761 3.1361 -4.1628
H13 1.2189 2.1529 -5.2605
H14 2.7614 0.7281 -3.9343
H15 2.3053 0.2892 -1.5585
C22 -0.2211 -6.1862 -0.4601
C23 -0.9236 -5.6419 0.6077
C24 -0.7250 -4.3156 0.9741
C25 0.1762 -3.4908 0.2959
C26 0.8727 -4.0629 -0.7724
C27 0.6816 -5.3881 -1.1498
H16 -0.3770 -7.2203 -0.7521
H17 -1.6317 -6.2547 1.1590
H18 -1.2844 -3.9151 1.8121
H19 1.5900 -3.4658 -1.3263
H20 1.2400 -5.7989 -1.9862
N1 -1.1026 -1.3132 -0.3058
C28 -1.7395 -1.4340 -1.4628
C29 -1.1045 -1.2312 -2.7276
C30 -1.8071 -1.3237 -3.9111
C31 -3.1659 -1.6422 -3.9133
C32 -3.8169 -1.8622 -2.6965
C33 -3.1337 -1.7540 -1.5032
H21 -0.0512 -0.9776 -2.7226
H22 -1.2931 -1.1502 -4.8522
H23 -3.7097 -1.7178 -4.8482
H24 -4.8734 -2.1142 -2.6885
H25 -3.6259 -1.9189 -0.5513

***

Record 2
# C33H25N5O2PPb

A molecular structure, C33H25N5O2PPb (ωB97M-V/def2-TZVPD, the Open Molecules 2025 dataset).

Summary:
Total charge = +1
Total energy = -60705.2813 eV
Orbital gap = 6.74 eV
HOMO energy = -10.32 eV

CARTESIAN COORDINATES (ANGSTROEM)
Pb1 -0.3678 1.3601 -1.7514
O1 -3.1580 -1.9771 3.5596
C1 -3.1177 -2.7116 2.5741
O2 -3.1126 -3.9124 2.3943
C2 -2.8456 -1.8159 1.2832
C3 -2.0713 -2.3312 0.2484
C4 -1.5076 -1.4625 -0.6738
N1 -1.7540 -0.1463 -0.6128
C5 -2.6338 0.3460 0.2877
C6 -3.1201 -0.4578 1.3114
C7 -3.1182 1.6957 0.0111
C8 -4.2025 2.2638 0.6857
C9 -4.6933 3.4861 0.2664
C10 -4.1215 4.1001 -0.8436
C11 -3.0333 3.4884 -1.4376
N2 -2.5286 2.3386 -1.0084
C12 -0.7496 -1.9273 -1.8432
C13 -0.7691 -3.2656 -2.2399
C14 -0.1082 -3.6381 -3.3952
C15 0.5759 -2.6748 -4.1253
C16 0.5248 -1.3678 -3.6789
N3 -0.1168 -1.0027 -2.5755
H1 -1.9188 -3.3964 0.2197
H2 -3.7035 -0.0822 2.1372
H3 -4.6571 1.7427 1.5129
H4 -5.5228 3.9476 0.7803
H5 -4.5073 5.0294 -1.2311
H6 -2.5495 3.9288 -2.3007
H7 -1.3198 -3.9982 -1.6765
H8 -0.1437 -4.6618 -3.7341
H9 1.1165 -2.9269 -5.0238
H10 1.0003 -0.5705 -4.2317
N4 1.8491 1.3688 1.0280
P1 1.4867 0.1499 -0.1005
C17 3.1639 -0.2714 -0.6789
C18 4.1477 -0.6898 0.2151
C19 5.4302 -0.9347 -0.2442
C20 5.7295 -0.7899 -1.5919
C21 4.7459 -0.3962 -2.4856
C22 3.4693 -0.1232 -2.0266
C23 1.0416 -1.2297 0.9925
C24 1.3324 -2.5402 0.6243
C25 0.8921 -3.5879 1.4129
C26 0.1755 -3.3307 2.5729
C27 -0.0936 -2.0240 2.9541
C28 0.3161 -0.9745 2.1531
C29 1.2164 2.5769 1.1391
C30 1.4945 3.4022 2.2392
C31 0.8308 4.5990 2.3647
C32 -0.0606 4.9767 1.3626
C33 -0.2459 4.1258 0.2977
N5 0.3510 2.9356 0.1874
H11 2.5057 1.1476 1.7709
H12 3.9124 -0.8384 1.2614
H13 6.2011 -1.2379 0.4498
H14 6.7311 -0.9855 -1.9452
H15 4.9756 -0.2943 -3.5359
H16 2.6974 0.2059 -2.7082
H17 1.9001 -2.7296 -0.2770
H18 1.1064 -4.6038 1.1149
H19 -0.1835 -4.1421 3.1840
H20 -0.6653 -1.8272 3.8480
H21 0.0709 0.0435 2.4258
H22 2.2129 3.0807 2.9764
H23 0.9971 5.2289 3.2242
H24 -0.5917 5.9117 1.4155
H25 -0.9083 4.3976 -0.5092

***

Record 3
# C33H26ClN7O8S3Y

A molecular structure, C33H26ClN7O8S3Y (ωB97M-V/def2-TZVPD, the Open Molecules 2025 dataset).

Summary:
Total charge = -1
ΔE to the lowest compared entry with this formula, charge and spin = 72.6 kJ/mol
Total energy = -107534.3469 eV
Orbital gap = 7.35 eV
HOMO energy = -5.59 eV

CARTESIAN COORDINATES (ANGSTROEM)
Y1 0.0813 1.4209 1.7354
N1 -0.7904 5.0916 -1.0837
C1 -1.0582 4.0693 -0.1734
S1 -0.3685 4.2278 1.3784
N2 -1.8030 3.0701 -0.5660
N3 -1.9147 2.1215 0.4204
C2 -3.0710 1.6111 0.5594
C3 -4.2479 2.0759 -0.2057
C4 -5.2444 2.7947 0.4236
C5 -6.4108 3.1368 -0.2561
C6 -6.6234 2.7185 -1.5367
C7 -5.6416 1.9974 -2.1733
C8 -4.4353 1.7214 -1.5365
C9 -3.3028 0.7227 1.7057
C10 -4.5648 0.1496 1.9172
C11 -4.8142 -0.4728 3.1277
C12 -3.8321 -0.5749 4.0967
C13 -2.5738 -0.0885 3.7704
N4 -2.3268 0.5594 2.6216
H1 0.1016 5.5235 -0.9247
H2 -0.9343 4.8222 -2.0320
H3 -5.1283 3.0922 1.4780
H4 -7.1681 3.7511 0.2226
H5 -7.5304 2.9825 -2.0543
H6 -5.7470 1.6368 -3.1770
H7 -3.6406 1.2191 -2.0342
H8 -5.3407 0.1679 1.1907
H9 -5.8309 -0.8606 3.3038
H10 -4.0652 -1.0879 5.0383
H11 -1.7295 -0.1668 4.4134
O1 1.1912 -2.6918 3.1343
S2 0.9479 -1.4156 3.7545
O2 0.3463 -1.3749 5.0602
O3 0.2037 -0.5425 2.8031
C14 2.5912 -0.6568 3.9470
C15 3.6725 -1.5378 3.8709
C16 4.9880 -1.0691 3.8516
C17 5.2945 0.2772 3.8991
C18 4.2407 1.1389 4.1601
C19 2.8964 0.6811 4.2145
S3 1.8173 2.1259 4.2239
O4 2.0243 2.9600 5.3609
O5 2.2193 2.7131 2.9652
O6 0.4361 1.6087 4.0917
H12 3.4531 -2.5914 3.8579
H13 5.7720 -1.8000 3.7553
H14 6.2858 0.6500 3.7423
H15 4.4262 2.1693 4.2719
Cl1 2.1659 3.7420 -1.1773
C20 3.0357 2.1767 -1.4400
C21 2.7890 1.0986 -0.4648
O7 3.4358 0.0666 -0.6458
O8 1.9127 1.3058 0.4587
H16 4.1036 2.3368 -1.5159
H17 2.7161 1.7995 -2.4315
N5 2.1974 -3.5325 -3.0396
C22 2.6156 -4.0912 -4.2531
C23 3.5948 -5.0075 -4.5848
C24 3.6575 -5.3902 -5.9231
C25 2.7569 -4.8805 -6.8884
C26 1.7971 -3.9509 -6.5395
C27 1.7433 -3.5409 -5.1860
N6 0.8592 -2.6588 -4.5837
C28 1.2006 -2.6506 -3.3242
C29 0.5742 -1.9148 -2.2401
C30 0.5554 -2.4368 -0.9597
C31 0.0927 -1.6095 0.0379
N7 -0.3207 -0.3505 -0.1528
C32 -0.2706 0.1640 -1.3725
C33 0.1803 -0.5742 -2.4426
H18 2.6443 -3.5644 -2.1298
H19 4.2104 -5.4072 -3.7702
H20 4.4079 -6.1367 -6.2265
H21 2.8974 -5.2347 -7.9292
H22 1.1536 -3.4748 -7.2562
H23 0.8190 -3.4484 -0.7064
H24 0.0413 -1.9247 1.0843
H25 -0.5912 1.1958 -1.5651
H26 0.1740 -0.1830 -3.4462

***

Record 4
# C33H26CoN4O2PS2

A molecular structure, C33H26CoN4O2PS2 (ωB97M-V/def2-TZVPD, the Open Molecules 2025 dataset).

Summary:
ΔE to the lowest compared entry with this formula, charge and spin = 64.0 kJ/mol
Total energy = -113287.1441 eV
Orbital gap (alpha / beta) = 6.76 / 6.88 eV
HOMO energy (alpha / beta) = -7.79 / -7.76 eV

CARTESIAN COORDINATES (ANGSTROEM)
Co1 0.3323 0.0622 0.2259
O1 0.9943 -1.5091 0.8872
C1 0.4758 -2.1592 1.9089
C2 1.3224 -2.8436 2.7972
C3 0.7985 -3.5891 3.8270
C4 -0.5884 -3.6873 4.0170
C5 -1.4254 -3.0109 3.1658
C6 -0.9095 -2.2303 2.1160
C7 -1.8045 -1.4955 1.2806
N1 -1.4164 -0.6576 0.3832
N2 -2.4096 -0.0167 -0.3473
C8 -1.8316 0.9097 -1.0436
O2 -0.5542 1.1363 -0.9971
C9 -2.6432 1.7662 -1.9454
C10 -3.9566 1.4295 -2.2610
C11 -4.6910 2.2383 -3.1128
C12 -4.1210 3.3877 -3.6472
C13 -2.8128 3.7256 -3.3297
C14 -2.0720 2.9154 -2.4808
H1 2.3900 -2.7630 2.6369
H2 1.4680 -4.1039 4.5055
H3 -0.9898 -4.2819 4.8260
H4 -2.5002 -3.0585 3.3001
H5 -2.8778 -1.6236 1.4014
H6 -4.3873 0.5342 -1.8332
H7 -5.7110 1.9736 -3.3611
H8 -4.7007 4.0225 -4.3055
H9 -2.3689 4.6235 -3.7408
H10 -1.0561 3.1680 -2.2093
S1 -0.0597 3.9218 0.1673
P1 0.3748 3.2013 1.9140
S2 0.6230 1.1369 2.0992
C15 1.9754 3.7932 2.5448
C16 3.0859 3.6218 1.7168
C17 4.3499 3.9573 2.1672
C18 4.5181 4.4766 3.4475
C19 3.4159 4.6799 4.2603
C20 2.1435 4.3367 3.8125
C21 -0.8316 3.6063 3.2088
C22 -1.7686 4.6030 2.9623
C23 -2.7066 4.9314 3.9338
C24 -2.7124 4.2637 5.1484
C25 -1.7796 3.2637 5.3973
C26 -0.8435 2.9330 4.4309
H11 2.9452 3.2294 0.7161
H12 5.2066 3.8159 1.5199
H13 5.5096 4.7197 3.8088
H14 3.5409 5.1057 5.2477
H15 1.2870 4.5002 4.4527
H16 -1.7611 5.1054 2.0034
H17 -3.4364 5.7061 3.7360
H18 -3.4476 4.5164 5.9021
H19 -1.7875 2.7358 6.3423
H20 -0.1274 2.1428 4.6213
N3 3.2049 -0.1283 -2.6836
C27 1.9585 0.0028 -2.1802
N4 1.9701 0.2131 -0.8932
C28 3.3095 0.2201 -0.5046
C29 3.8858 0.3984 0.7512
C30 5.2627 0.3637 0.8191
C31 6.0535 0.1487 -0.3242
C32 5.4895 -0.0329 -1.5701
C33 4.1000 0.0116 -1.6312
H21 3.4297 -0.2765 -3.6508
H22 1.0653 -0.0398 -2.7832
H23 3.2687 0.5535 1.6254
H24 5.7483 0.5039 1.7761
H25 7.1306 0.1225 -0.2235
H26 6.0974 -0.2048 -2.4487

***

Record 5
# C33H26N5O3Pd

A molecular structure, C33H26N5O3Pd (ωB97M-V/def2-TZVPD, the Open Molecules 2025 dataset).

Summary:
Total charge = -1
ΔE to the lowest compared entry with this formula, charge and spin = 0.0 kJ/mol
Total energy = -51720.6279 eV
Orbital gap = 7.96 eV
HOMO energy = -5.30 eV

CARTESIAN COORDINATES (ANGSTROEM)
Pd1 1.2060 -0.5524 1.0792
O1 4.4193 -0.9750 3.7001
C1 3.3840 -0.7607 3.0464
N1 3.0957 -1.1814 1.8185
C2 4.1883 -1.9834 1.2883
C3 3.8446 -3.0529 0.2814
C4 4.6193 -3.2014 -0.8687
C5 4.3357 -4.2291 -1.7472
C6 3.2807 -5.0786 -1.4587
C7 2.5758 -4.8633 -0.2857
N2 2.8530 -3.8927 0.5771
C8 2.3238 0.0813 3.7089
C9 2.4560 0.4729 5.0322
C10 1.4757 1.2743 5.5872
C11 0.4046 1.6764 4.8015
C12 0.3465 1.2385 3.4913
N3 1.2837 0.4489 2.9697
H1 4.6779 -2.5038 2.1180
H2 4.9574 -1.3213 0.8708
H3 5.4158 -2.4966 -1.0726
H4 4.9141 -4.3530 -2.6554
H5 2.9996 -5.8818 -2.1272
H6 1.7390 -5.5044 -0.0244
H7 3.3281 0.1362 5.5740
H8 1.5437 1.5886 6.6216
H9 -0.3765 2.3150 5.1914
H10 -0.4642 1.5158 2.8297
C13 0.8550 -2.4379 -3.3118
C14 1.8398 -1.5070 -3.0086
C15 1.9595 -1.0066 -1.7152
C16 1.1034 -1.4155 -0.6930
C17 0.1141 -2.3464 -1.0178
C18 -0.0070 -2.8570 -2.3049
H11 0.7627 -2.8334 -4.3175
H12 2.5232 -1.1701 -3.7811
H13 2.7357 -0.2800 -1.5025
H14 -0.5697 -2.6836 -0.2477
H15 -0.7865 -3.5789 -2.5246
O2 -2.0194 -1.3741 1.6130
C19 -1.8412 -0.3343 1.0139
N4 -2.8766 0.5171 0.6141
C20 -2.3725 1.5356 -0.2923
C21 -0.8392 1.3453 -0.0806
O3 -0.0106 2.1172 -0.5212
N5 -0.6299 0.2354 0.6702
C22 -2.7640 2.9458 0.1175
C23 -3.3583 3.2043 1.3460
C24 -3.6657 4.5083 1.7205
C25 -3.3749 5.5651 0.8719
C26 -2.7720 5.3112 -0.3548
C27 -2.4700 4.0117 -0.7299
C28 -2.7908 1.2500 -1.7356
C29 -4.1242 1.4844 -2.0764
C30 -4.5999 1.1853 -3.3419
C31 -3.7391 0.6531 -4.2940
C32 -2.4132 0.4225 -3.9647
C33 -1.9347 0.7184 -2.6916
H16 -3.7522 0.0611 0.4085
H17 -3.5775 2.3756 2.0070
H18 -4.1331 4.6946 2.6801
H19 -3.6126 6.5811 1.1630
H20 -2.5324 6.1309 -1.0211
H21 -1.9897 3.8146 -1.6798
H22 -4.7912 1.9212 -1.3400
H23 -5.6380 1.3739 -3.5882
H24 -4.1034 0.4194 -5.2871
H25 -1.7360 -0.0007 -4.6933
H26 -0.8958 0.5264 -2.4560

***

Record 6
# C33H27AuIN5O2P

A molecular structure, C33H27AuIN5O2P (ωB97M-V/def2-TZVPD, the Open Molecules 2025 dataset).

Summary:
Total charge = +3
ΔE to the lowest compared entry with this formula, charge and spin = 34.5 kJ/mol
Total energy = -67255.1252 eV
Orbital gap = 4.98 eV
HOMO energy = -15.82 eV

CARTESIAN COORDINATES (ANGSTROEM)
Au1 -0.5246 -1.6216 0.0600
I1 -1.5732 -2.6049 -2.2135
C1 -3.6327 -2.7117 -1.5873
C2 -4.2351 -3.9374 -1.7601
C3 -5.6235 -4.0538 -1.6304
C4 -6.3884 -2.9212 -1.4658
C5 -5.7826 -1.6578 -1.2817
C6 -6.5710 -0.4919 -1.1625
C7 -5.9978 0.7397 -0.9377
C8 -4.6313 0.8211 -0.6948
C9 -3.8109 -0.3001 -0.8050
P1 -2.1967 0.0610 -0.0320
C10 -1.2971 1.2677 -0.9966
C11 -1.4153 1.2727 -2.3914
C12 -0.5690 2.0674 -3.1401
C13 0.3870 2.8522 -2.5072
C14 0.5139 2.8351 -1.1233
C15 -0.3137 2.0334 -0.3604
C16 -2.6329 0.5618 1.6387
C17 -2.6597 1.8928 2.0630
C18 -3.0671 2.1735 3.3552
C19 -3.4234 1.1478 4.2248
C20 -3.3869 -0.1760 3.8002
C21 -2.9986 -0.4729 2.5097
C22 -4.3486 -1.5491 -1.2140
H1 -3.6483 -4.8060 -2.0267
H2 -6.0814 -5.0271 -1.7218
H3 -7.4676 -2.9886 -1.4672
H4 -7.6446 -0.5744 -1.2612
H5 -6.5997 1.6352 -0.8971
H6 -4.1932 1.7715 -0.4138
H7 -2.1749 0.6753 -2.8764
H8 -0.6538 2.0726 -4.2170
H9 1.0336 3.4851 -3.0929
H10 1.2711 3.4351 -0.6415
H11 -0.2051 1.9925 0.7148
H12 -2.3874 2.6978 1.3927
H13 -3.1220 3.2031 3.6780
H14 -3.7319 1.3824 5.2330
H15 -3.6660 -0.9670 4.4787
H16 -2.9565 -1.5001 2.1697
C23 2.8795 -2.5341 -1.8000
C24 2.7572 -2.1803 -0.3808
N1 1.6719 -2.1607 0.3157
C25 1.9873 -1.7757 1.6835
C26 3.4595 -1.5986 1.6511
N2 3.8670 -1.8494 0.4050
C27 5.1714 -1.4926 -0.1299
N3 5.1624 -0.0736 -0.3677
N4 4.1752 0.4407 -1.1244
N5 4.1989 1.6946 -1.0740
C28 5.2264 2.1199 -0.2962
C29 5.7143 3.3890 0.0207
C30 6.7938 3.4642 0.8864
C31 7.3845 2.3117 1.4171
C32 6.9236 1.0425 1.1089
C33 5.8583 0.9531 0.2153
H17 1.8971 -2.7041 -2.2371
H18 3.4739 -3.4456 -1.9177
H19 3.3820 -1.7412 -2.3535
H20 1.6415 -2.5712 2.3695
H21 4.0875 -1.2713 2.4565
H22 5.3399 -2.0304 -1.0702
H23 5.9694 -1.7474 0.5737
H24 5.2985 4.2637 -0.4516
H25 7.2077 4.4290 1.1368
H26 8.2082 2.4074 2.1090
H27 7.3514 0.1708 1.5830
O1 -0.0217 -0.6738 1.8821
O2 1.3426 -0.5549 1.9875

***

Record 7
# C33H27N6O2STeW

A molecular structure, C33H27N6O2STeW (ωB97M-V/def2-TZVPD, the Open Molecules 2025 dataset).

Summary:
Total charge = +3
Total energy = -67618.1198 eV
Orbital gap (alpha / beta) = 5.01 / 5.00 eV
HOMO energy (alpha / beta) = -16.20 / -16.20 eV

CARTESIAN COORDINATES (ANGSTROEM)
W1 -0.1109 1.3255 0.2119
O1 0.2180 1.1587 1.9766
N1 1.3181 0.5645 2.4247
N2 2.0746 0.2272 1.4139
O2 1.5487 0.4586 0.1854
C1 3.3909 -0.1947 1.5454
C2 3.9195 -0.4689 2.8117
C3 5.2636 -0.7678 2.9228
C4 6.0737 -0.8113 1.7925
C5 5.5336 -0.5713 0.5340
C6 4.1955 -0.2606 0.4030
H1 3.2788 -0.4306 3.6772
H2 5.6844 -0.9600 3.8971
H3 7.1235 -1.0387 1.8868
H4 6.1576 -0.6062 -0.3460
H5 3.7819 -0.0406 -0.5706
S1 -1.3602 -0.8472 0.5178
C7 -2.7899 -1.1172 -0.4277
N3 -3.9273 -1.4597 0.2224
C8 -5.1012 -1.6487 -0.4016
C9 -5.1938 -1.4786 -1.7625
C10 -4.0384 -1.1615 -2.4843
C11 -2.8406 -0.9903 -1.8201
H6 -3.8750 -1.5963 1.2313
H7 -5.9577 -1.9112 0.2052
H8 -6.1415 -1.5928 -2.2637
H9 -4.0883 -1.0452 -3.5576
H10 -1.9265 -0.7836 -2.3591
N4 -2.7154 2.9464 -10.1005
C12 -2.2859 2.6191 -9.0945
C13 -1.7713 2.2437 -7.8272
C14 -1.9627 3.0878 -6.7310
C15 -1.4282 2.7434 -5.5052
C16 -0.7132 1.5533 -5.3753
C17 -0.5322 0.7059 -6.4659
C18 -1.0586 1.0522 -7.6954
N5 -0.1573 1.2056 -4.1221
C19 0.9918 0.5036 -3.9020
C20 1.1327 0.3937 -2.5529
N6 0.0770 1.0279 -1.9188
C21 -0.6796 1.5084 -2.9282
H11 -2.5115 4.0094 -6.8475
H12 -1.5320 3.4179 -4.6692
H13 0.0031 -0.2247 -6.3632
H14 -0.9180 0.4146 -8.5550
H15 1.6383 0.1805 -4.6924
H16 1.9167 -0.1095 -2.0146
H17 -1.5984 2.0637 -2.8100
Te1 -2.5565 2.2425 0.0861
C22 -3.2681 4.3062 -0.2213
C23 -3.8451 4.6676 -1.4414
C24 -4.4475 5.9056 -1.5739
C25 -4.4942 6.7786 -0.4900
C26 -3.8967 6.4262 0.7154
C27 -3.2948 5.1893 0.8556
C28 0.7084 3.2909 -0.0841
C29 1.8293 3.4866 0.7402
C30 2.7321 4.5132 0.4825
C31 2.5119 5.3863 -0.5686
C32 1.3908 5.2384 -1.3664
C33 0.4983 4.2028 -1.1262
H18 -3.8596 3.9678 -2.2671
H19 -4.9111 6.1822 -2.5101
H20 -5.0118 7.7207 -0.5804
H21 -3.9336 7.1025 1.5555
H22 -2.8627 4.9023 1.8030
H23 2.0161 2.8781 1.6310
H24 3.5935 4.6293 1.1224
H25 3.1929 6.2067 -0.7459
H26 1.1992 5.9333 -2.1689
H27 -0.3880 4.1267 -1.7527